{
  "formula": "C33H61BIrN6O3P",
  "method": "wB97M-V/def2-TZVPD",
  "e_lumo_ev": [-3.974, -8.716],
  "total_charge": 2,
  "homo_ev": [-14.43, -14.23],
  "gap_ev": [10.45, 5.51],
  "spin_multiplicity": 5,
  "total_energy_ha": -2318.4181,
  "symbols": ["Ir", "C", "C", "C", "C", "C", "C", "C", "C", "C", "N", "N", "B", "N", "N", "C", "C", "C", "C", "C", "C", "C", "C", "C", "N", "N", "C", "C", "C", "C", "C", "C", "C", "C", "C", "H", "H", "H", "H", "H", "H", "H", "H", "H", "H", "H", "H", "H", "H", "H", "H", "H", "H", "H", "H", "H", "H", "H", "H", "H", "H", "H", "H", "H", "H", "H", "H", "H", "H", "H", "H", "H", "H", "H", "H", "H", "H", "H", "H", "H", "H", "C", "C", "O", "P", "O", "C", "C", "O", "C", "C", "H", "H", "H", "H", "H", "H", "H", "H", "H", "H", "H", "H", "H", "H", "H"],
  "coordinates": [[-0.100, 0.812, -0.071], [-3.198, -0.062, -3.260], [-3.255, 0.222, -1.756], [-4.693, 0.435, -1.282], [-2.612, -0.898, -1.000], [-3.007, -2.221, -0.865], [-2.027, -2.851, -0.102], [-1.921, -4.306, 0.235], [-3.273, -4.883, 0.651], [-1.350, -5.053, -0.979], [-1.096, -1.937, 0.221], [-1.460, -0.736, -0.324], [0.120, -2.002, 1.193], [1.401, -1.684, 0.351], [1.422, -0.536, -0.424], [2.525, -0.587, -1.241], [3.196, -1.743, -0.958], [2.469, -2.423, 0.045], [2.970, -3.706, 0.646], [3.928, -3.348, 1.798], [1.976, -4.785, 1.072], [2.808, 0.438, -2.289], [2.232, -0.031, -3.632], [4.304, 0.735, -2.392], [-0.041, -0.941, 2.311], [0.003, 0.392, 1.992], [-0.185, 1.102, 3.114], [-0.364, 0.218, 4.164], [-0.279, -1.062, 3.633], [-0.416, -2.328, 4.441], [0.961, -2.927, 4.745], [-1.386, -3.379, 3.888], [-0.242, 2.600, 3.126], [-1.523, 3.095, 2.449], [1.005, 3.210, 2.489], [-3.686, 0.740, -3.814], [-3.725, -0.990, -3.492], [-2.170, -0.156, -3.612], [-2.680, 1.136, -1.549], [-5.304, -0.445, -1.494], [-5.138, 1.281, -1.806], [-4.737, 0.630, -0.210], [-3.889, -2.677, -1.283], [-1.226, -4.415, 1.067], [-3.991, -4.840, -0.170], [-3.693, -4.348, 1.503], [-3.157, -5.930, 0.929], [-2.048, -5.008, -1.817], [-1.188, -6.102, -0.730], [-0.402, -4.623, -1.307], [0.222, -3.074, 1.657], [4.108, -2.100, -1.410], [3.572, -4.135, -0.159], [3.381, -2.882, 2.620], [4.713, -2.662, 1.475], [4.400, -4.255, 2.174], [1.492, -4.553, 2.018], [2.529, -5.713, 1.214], [1.210, -4.968, 0.318], [2.293, 1.355, -2.008], [2.718, -0.952, -3.961], [2.402, 0.730, -4.395], [1.158, -0.215, -3.564], [4.856, -0.144, -2.732], [4.724, 1.046, -1.434], [4.478, 1.527, -3.120], [-0.547, 0.469, 5.196], [-0.834, -1.980, 5.387], [1.456, -3.241, 3.824], [0.855, -3.803, 5.386], [1.606, -2.208, 5.251], [-0.899, -4.046, 3.179], [-2.252, -2.922, 3.404], [-1.750, -3.997, 4.708], [-0.272, 2.897, 4.174], [-1.534, 2.831, 1.385], [-1.603, 4.181, 2.528], [-2.409, 2.657, 2.909], [1.082, 2.906, 1.437], [1.918, 2.881, 2.988], [0.966, 4.299, 2.525], [-1.922, 5.913, -0.321], [-0.619, 5.175, -0.464], [-0.915, 3.857, -1.024], [0.080, 2.723, -1.438], [-0.385, 2.201, -2.833], [-0.467, 3.070, -4.028], [-1.877, 3.548, -4.241], [1.467, 3.403, -1.724], [2.486, 3.866, -0.789], [3.474, 4.698, -1.562], [-1.731, 6.900, 0.103], [-2.598, 5.377, 0.343], [-2.404, 6.044, -1.288], [-0.134, 5.036, 0.501], [0.065, 5.681, -1.144], [-0.123, 2.433, -4.838], [0.239, 3.890, -3.903], [-2.558, 2.708, -4.369], [-1.906, 4.149, -5.152], [-2.221, 4.164, -3.411], [2.956, 2.982, -0.355], [2.013, 4.441, 0.005], [3.927, 4.113, -2.362], [4.264, 5.038, -0.892], [2.990, 5.574, -1.994]],
  "mulliken_spin": [2.689, 0.004, 0.039, 0.005, -0.056, 0.002, 0.028, 0.001, 0.004, 0.007, -0.033, 0.247, 0.048, -0.076, 0.338, -0.066, 0.046, 0.095, 0.018, 0.018, 0.005, -0.013, -0.004, 0.002, -0.100, 0.222, 0.010, 0.001, 0.015, 0.001, 0.003, 0.001, 0.017, 0.018, -0.013, 0.000, 0.000, 0.000, 0.043, 0.001, 0.000, -0.001, 0.000, 0.002, 0.000, -0.001, 0.000, 0.001, 0.001, -0.001, 0.003, -0.001, 0.006, -0.002, 0.000, 0.002, 0.000, 0.000, 0.000, 0.027, 0.000, 0.001, 0.001, 0.000, 0.000, 0.000, 0.000, 0.000, -0.001, 0.000, 0.001, 0.000, 0.000, 0.000, 0.000, 0.014, -0.001, 0.007, 0.052, 0.001, 0.000, -0.001, 0.021, 0.048, 0.243, -0.010, 0.004, -0.001, 0.012, 0.007, 0.001, 0.001, 0.000, 0.000, -0.002, 0.003, -0.001, 0.000, 0.000, 0.001, 0.000, -0.001, -0.002, 0.000, 0.000, -0.001]
}

{
  "formula": "C33H61BiI2N6O8P2S4SbSi",
  "method": "wB97M-V/def2-TZVPD",
  "e_lumo_ev": 1.620,
  "total_charge": -1,
  "homo_ev": -4.55,
  "gap_ev": 6.17,
  "total_energy_ha": -5840.2644,
  "symbols": ["Bi", "C", "N", "C", "P", "O", "O", "P", "O", "N", "C", "C", "N", "C", "C", "N", "C", "C", "H", "H", "H", "H", "H", "H", "H", "H", "H", "H", "H", "H", "H", "H", "H", "H", "H", "H", "H", "H", "H", "H", "H", "H", "S", "Sb", "S", "S", "S", "O", "N", "I", "I", "N", "C", "C", "C", "C", "C", "C", "C", "C", "C", "C", "C", "C", "C", "H", "H", "H", "H", "H", "H", "H", "H", "H", "H", "C", "C", "C", "C", "O", "Si", "O", "O", "C", "C", "C", "C", "O", "C", "C", "C", "C", "H", "H", "H", "H", "H", "H", "H", "H", "H", "H", "H", "H", "H", "H", "H", "H", "H", "H", "H", "H", "H", "H", "H", "H", "H", "H", "H"],
  "coordinates": [[0.642, -0.563, 1.109], [-4.586, 1.944, 3.475], [-3.446, 2.451, 2.722], [-2.658, 3.467, 3.420], [-2.669, 1.651, 1.525], [-1.227, 1.391, 1.635], [-3.553, 0.293, 1.413], [-3.176, -1.259, 1.216], [-1.750, -1.485, 0.887], [-3.637, -2.114, 2.522], [-2.697, -2.867, 3.347], [-4.941, -1.907, 3.124], [-4.329, -1.639, 0.087], [-4.374, -3.036, -0.332], [-4.794, -0.725, -0.944], [-2.977, 2.529, 0.159], [-4.273, 3.120, -0.106], [-2.146, 2.335, -1.023], [-5.179, 2.800, 3.812], [-4.273, 1.365, 4.345], [-5.215, 1.326, 2.839], [-3.278, 4.351, 3.594], [-1.802, 3.755, 2.810], [-2.284, 3.074, 4.368], [-1.744, -2.963, 2.834], [-3.114, -3.862, 3.531], [-2.521, -2.354, 4.294], [-5.593, -1.361, 2.443], [-4.848, -1.347, 4.059], [-5.407, -2.873, 3.343], [-4.110, -3.684, 0.502], [-3.683, -3.234, -1.155], [-5.390, -3.280, -0.653], [-4.731, 0.300, -0.596], [-5.841, -0.950, -1.164], [-4.223, -0.822, -1.870], [-4.792, 3.318, 0.829], [-4.903, 2.475, -0.732], [-4.139, 4.067, -0.635], [-1.217, 1.839, -0.748], [-1.894, 3.305, -1.458], [-2.665, 1.742, -1.784], [-1.541, 0.249, 4.889], [0.512, -0.698, 5.221], [0.935, -1.952, 3.175], [1.628, 1.665, 2.743], [2.071, 1.206, 4.670], [0.718, 1.938, -0.880], [0.811, 3.147, -0.755], [3.561, 0.722, 1.371], [6.191, 0.150, -0.200], [1.636, 3.591, 0.118], [2.552, 4.431, 0.359], [3.563, 4.759, -0.677], [4.026, 6.066, -0.824], [4.944, 6.367, -1.815], [5.421, 5.363, -2.649], [4.970, 4.060, -2.500], [4.032, 3.758, -1.524], [2.634, 4.993, 1.727], [3.856, 5.379, 2.268], [3.923, 5.822, 3.581], [2.774, 5.885, 4.353], [1.552, 5.499, 3.817], [1.483, 5.049, 2.512], [3.658, 6.844, -0.166], [5.294, 7.385, -1.934], [6.156, 5.596, -3.409], [5.358, 3.265, -3.122], [3.697, 2.738, -1.392], [4.758, 5.296, 1.676], [4.880, 6.099, 4.005], [2.831, 6.217, 5.382], [0.658, 5.523, 4.427], [0.545, 4.711, 2.092], [0.086, -2.352, -4.284], [-0.274, -1.266, -3.276], [0.113, 0.108, -3.809], [-1.758, -1.314, -2.944], [0.431, -1.430, -2.049], [1.023, -2.771, -1.302], [1.511, -2.261, 0.139], [2.210, -3.496, -2.166], [3.583, -3.075, -2.294], [4.147, -3.890, -3.449], [4.329, -3.388, -1.004], [3.643, -1.588, -2.620], [-0.207, -3.863, -1.248], [-0.130, -5.216, -0.784], [-1.530, -5.572, -0.303], [0.860, -5.340, 0.371], [0.281, -6.108, -1.950], [-0.481, -2.200, -5.205], [-0.149, -3.342, -3.890], [1.151, -2.322, -4.520], [-0.462, 0.349, -4.705], [1.175, 0.127, -4.058], [-0.066, 0.867, -3.047], [-2.369, -1.069, -3.817], [-1.963, -0.597, -2.147], [-2.021, -2.310, -2.583], [4.061, -4.956, -3.231], [5.199, -3.648, -3.608], [3.594, -3.679, -4.367], [4.322, -4.466, -0.823], [3.858, -2.885, -0.160], [5.362, -3.042, -1.067], [3.103, -1.384, -3.548], [4.678, -1.263, -2.724], [3.200, -0.992, -1.820], [-1.818, -4.903, 0.511], [-1.567, -6.603, 0.055], [-2.246, -5.460, -1.120], [0.627, -4.617, 1.153], [1.880, -5.151, 0.032], [0.820, -6.347, 0.793], [-0.468, -6.060, -2.744], [0.374, -7.146, -1.624], [1.238, -5.775, -2.352]],
  "lowdin_charge": [1.303, -0.107, -0.304, -0.102, 0.461, -0.437, -0.269, 0.485, -0.384, -0.292, -0.119, -0.099, -0.281, -0.093, -0.087, -0.282, -0.107, -0.104, 0.083, 0.052, 0.069, 0.081, 0.069, 0.054, 0.026, 0.084, 0.025, 0.074, 0.084, 0.083, 0.076, 0.073, 0.085, 0.051, 0.088, 0.068, 0.073, 0.071, 0.084, 0.029, 0.085, 0.079, -0.271, 0.267, -0.172, -0.322, -0.173, -0.158, -0.035, 0.272, -0.314, 0.103, -0.175, -0.157, -0.042, -0.083, -0.083, -0.061, -0.016, -0.180, -0.022, -0.070, -0.077, -0.071, -0.058, 0.117, 0.100, 0.101, 0.109, 0.090, 0.120, 0.103, 0.102, 0.106, 0.103, -0.023, -0.634, -0.018, -0.033, -0.124, -0.029, -0.521, -0.106, -0.627, -0.033, -0.040, -0.053, -0.098, -0.636, -0.034, -0.026, -0.028, 0.089, 0.079, 0.076, 0.085, 0.083, 0.066, 0.090, 0.066, 0.076, 0.081, 0.087, 0.079, 0.084, 0.071, 0.060, 0.073, 0.048, 0.064, 0.076, 0.085, 0.079, 0.075, 0.078, 0.089, 0.084, 0.084, 0.075]
}

Computed energy relative to the best compared isomer or geometry (same formula, charge and spin) (eV) in order:
0.000; 0.000